*w*
DFT (ωB97M-V with the def2-TZVPD basis set) results for one molecule with the formula C8H11N.

Values from the calculation:
* molecular weight: 121.2 g/mol
* structure (SMILES): CC1=C\C/C=N/C\C=C\1
* frontier orbital gap: 0.31735 Eh

Structure (ORCA input):
```
! RIJCOSX wB97M-V def2-TZVPD def2/J DEFGRID3
* xyz 0 1
H -0.73 -2.57 0.18
C -1.36 0.27 -0.36
C 0.78 1.40 -0.71
H -2.41 0.20 -2.24
C -0.50 -1.75 0.83
H -1.24 -0.03 1.70
H 2.74 0.70 -0.47
C -1.51 -0.23 -1.79
H 1.20 -1.40 -0.57
C 0.89 -1.14 0.49
C -0.42 1.40 -0.03
H -0.37 1.67 1.07
H -0.61 -2.19 1.87
N 1.35 -0.07 1.03
C -1.22 -0.52 0.71
C 1.90 1.04 0.24
H 0.76 0.92 -1.74
H 2.27 1.86 0.87
H -1.71 -1.30 -1.69
H -0.60 -0.19 -2.37
*
```

*x*
DFT (ωB97M-V with the def2-TZVPD basis set) results for one molecule with the formula C8H11N.

Values from the calculation:
* molecular weight: 121.2 g/mol
* structure (SMILES): C=CC#CN1CCCC1
* frontier orbital gap: 0.32564 Eh

Structure (ORCA input):
```
! RIJCOSX wB97M-V def2-TZVPD def2/J DEFGRID3
* xyz 0 1
H 2.04 1.79 -1.28
C 0.05 1.57 -1.74
H 0.84 2.32 0.02
H -0.57 -0.96 0.23
H 2.99 -0.40 3.87
H 0.04 -1.22 -1.39
C 0.97 0.08 4.37
C -0.95 0.69 -1.09
H -1.82 0.43 -1.82
C 2.01 -0.11 3.47
H -1.45 1.21 -0.26
H -0.04 0.31 3.97
H 0.39 1.19 -2.71
H 0.95 -0.15 5.41
C 1.79 -0.11 2.08
C 1.49 -0.04 0.94
C 1.15 1.59 -0.75
H -0.29 2.62 -1.86
N 1.08 0.21 -0.25
C -0.08 -0.44 -0.63
*
```

Which one is the least stable? From the structures above, *w*.